[1]
{
  "formula": "C22H23N3O4",
  "method": "ωB97M-V/def2-TZVPD",
  "symbols": ["C", "C", "O", "C", "C", "C", "C", "C", "N", "C", "C", "C", "N", "C", "O", "N", "C", "C", "C", "C", "C", "O", "C", "C", "O", "C", "C", "C", "C", "H", "H", "H", "H", "H", "H", "H", "H", "H", "H", "H", "H", "H", "H", "H", "H", "H", "H", "H", "H", "H", "H", "H"],
  "positions_angstrom": [[-7.969, -1.545, 0.278], [-7.162, -1.633, -1.014], [-6.217, -0.589, -1.138], [-5.069, -0.621, -0.412], [-4.640, -1.676, 0.389], [-3.442, -1.567, 1.074], [-2.651, -0.440, 0.972], [-3.055, 0.609, 0.145], [-2.313, 1.776, 0.005], [-0.969, 1.965, 0.087], [-0.041, 0.899, 0.017], [1.292, 1.214, 0.104], [1.656, 2.509, 0.247], [0.698, 3.573, 0.243], [1.099, 4.713, 0.320], [-0.595, 3.223, 0.163], [3.056, 2.858, 0.351], [3.868, 2.054, -0.657], [3.625, 0.597, -0.391], [4.626, -0.354, -0.532], [4.386, -1.691, -0.261], [5.298, -2.688, -0.368], [6.600, -2.366, -0.791], [3.099, -2.086, 0.178], [2.955, -3.412, 0.446], [1.702, -3.873, 0.886], [2.105, -1.137, 0.306], [2.351, 0.208, 0.014], [-4.268, 0.513, -0.525], [-8.713, -2.336, 0.300], [-8.473, -0.583, 0.332], [-7.323, -1.642, 1.147], [-7.824, -1.501, -1.874], [-6.673, -2.611, -1.104], [-5.224, -2.576, 0.496], [-3.129, -2.379, 1.714], [-1.750, -0.354, 1.557], [-2.827, 2.632, -0.157], [-0.367, -0.104, -0.184], [3.122, 3.935, 0.174], [3.407, 2.645, 1.368], [4.926, 2.297, -0.566], [3.546, 2.307, -1.672], [5.602, -0.030, -0.856], [6.601, -1.932, -1.796], [7.091, -1.677, -0.097], [7.144, -3.309, -0.807], [1.413, -3.411, 1.836], [0.920, -3.692, 0.141], [1.819, -4.945, 1.030], [1.128, -1.424, 0.655], [-4.611, 1.321, -1.153]],
  "forces_ev_per_a": [[0.31, 0.09, -0.28], [-0.36, -0.29, 0.16], [0.27, 0.23, 0.02], [0.19, 0.13, 0.10], [-0.31, -0.16, -0.14], [0.05, 0.09, -0.07], [0.10, 0.04, 0.07], [-0.31, -0.51, -0.01], [-0.22, 0.40, -0.09], [0.59, 0.31, -0.02], [0.20, -0.10, 0.04], [-0.77, 0.00, -0.02], [-0.22, 0.06, -0.11], [0.46, -0.34, -0.02], [0.17, 0.42, 0.05], [-0.92, -0.06, 0.01], [0.55, 0.32, -0.08], [-0.18, 0.05, 0.17], [-0.34, 0.02, 0.06], [0.11, -0.29, -0.01], [-0.03, -0.12, 0.02], [-0.49, 0.08, 0.14], [0.26, 0.08, -0.09], [0.03, -0.10, -0.04], [0.33, 0.27, -0.13], [-0.22, -0.07, 0.07], [0.07, -0.17, 0.00], [0.63, -0.08, -0.05], [-0.01, -0.06, 0.01], [-0.09, -0.09, 0.03], [-0.07, 0.06, 0.02], [0.00, -0.03, 0.09], [0.12, -0.10, 0.10], [-0.02, 0.11, -0.06], [-0.10, -0.06, -0.01], [0.02, -0.05, 0.06], [0.08, 0.01, 0.04], [0.12, -0.05, 0.08], [0.05, -0.10, -0.01], [-0.01, -0.25, 0.08], [0.01, 0.06, -0.09], [0.00, 0.00, -0.01], [0.04, 0.07, 0.00], [0.13, -0.01, -0.02], [-0.01, -0.01, 0.05], [-0.03, -0.02, -0.03], [0.00, 0.09, -0.01], [0.01, 0.00, -0.04], [0.03, 0.01, 0.03], [-0.06, 0.07, 0.01], [-0.11, -0.09, 0.05], [-0.02, 0.10, -0.13]],
  "lowdin_charge": [-0.0638, -0.2479, -0.0487, -0.2666, -0.0358, -0.0766, -0.0481, -0.2355, 0.1210, -0.3026, 0.0386, -0.1304, 0.0562, -0.5026, 0.0491, 0.1869, -0.1164, -0.1005, -0.1645, 0.0427, -0.1857, -0.0544, -0.0768, -0.1874, -0.0616, -0.0793, 0.0552, -0.1015, 0.0590, 0.0768, 0.0796, 0.0669, 0.1231, 0.1151, 0.1020, 0.1059, 0.1055, 0.1536, 0.1000, 0.1233, 0.1431, 0.1216, 0.1348, 0.1125, 0.0982, 0.0982, 0.0959, 0.0979, 0.0983, 0.0955, 0.1038, 0.1269],
  "max_force_ha_per_bohr": 0.0179,
  "smiles": "CCOc1cccc(Nc2cc3n(c(=O)n2)CCc2cc(OC)c(OC)cc2-3)c1",
  "lumo_energy_ev": 0.3,
  "total_charge": 0,
  "e_above_lowest_kcal_mol": 59.6,
  "orbital_gap_ev": 8.35
}

=====

[2]
{
  "formula": "C9H10BF6N6O4ReSSb",
  "method": "ωB97M-V/def2-TZVPD",
  "symbols": ["Re", "C", "C", "N", "N", "C", "B", "N", "C", "C", "C", "N", "N", "C", "C", "C", "N", "H", "H", "H", "H", "H", "H", "H", "H", "H", "H", "O", "S", "O", "O", "O", "F", "Sb", "F", "F", "F", "F", "F"],
  "positions_angstrom": [[-0.613, 0.586, -0.256], [1.933, 0.837, 2.507], [0.799, -0.011, 3.008], [0.289, -0.754, 2.116], [0.910, -0.504, 0.851], [2.196, 0.178, 1.151], [1.005, -1.802, -0.081], [1.409, -1.142, -1.412], [2.291, -1.381, -2.386], [2.146, -0.408, -3.362], [1.151, 0.436, -2.888], [0.700, -0.024, -1.715], [-0.458, -2.268, -0.168], [-1.073, -3.448, -0.074], [-2.442, -3.247, -0.176], [-2.599, -1.875, -0.307], [-1.394, -1.290, -0.314], [2.795, 0.918, 3.162], [0.416, -0.021, 4.019], [3.025, -0.527, 1.137], [1.760, -2.651, 0.277], [2.947, -2.235, -2.334], [2.692, -0.319, -4.284], [0.727, 1.324, -3.327], [-0.505, -4.354, 0.053], [-3.216, -3.992, -0.147], [-3.492, -1.277, -0.396], [0.416, 2.467, -0.016], [1.700, 2.542, 0.656], [2.461, 3.700, 0.469], [2.517, 1.231, 0.260], [1.492, 2.180, 2.176], [-1.953, 1.348, 1.224], [-3.284, 2.579, 0.288], [-2.153, 1.745, -1.182], [-4.338, 1.047, 0.105], [-4.274, 3.539, -0.943], [-4.073, 3.041, 1.895], [-1.911, 3.831, 0.415]],
  "forces_ev_per_a": [[0.08, 0.68, 0.00], [0.00, -0.19, -0.01], [0.04, 0.02, -0.02], [-0.01, -0.04, 0.08], [-0.10, -0.17, -0.02], [0.00, 0.01, 0.06], [-0.13, 0.01, 0.05], [0.09, 0.04, -0.03], [-0.14, -0.09, -0.05], [0.11, 0.09, 0.05], [-0.11, -0.10, -0.07], [-0.16, 0.05, 0.10], [0.03, 0.01, 0.04], [-0.03, 0.00, -0.08], [0.03, 0.01, 0.08], [-0.02, 0.00, -0.06], [-0.02, -0.01, 0.02], [-0.01, 0.02, -0.01], [0.00, 0.02, 0.02], [-0.01, 0.01, -0.01], [0.03, -0.01, 0.03], [0.01, 0.00, -0.02], [0.03, 0.01, 0.01], [-0.01, 0.01, 0.00], [0.00, -0.01, 0.00], [0.00, -0.01, 0.01], [0.00, 0.00, 0.00], [-0.31, -0.01, -0.15], [0.43, -0.19, 0.27], [-0.01, 0.04, 0.00], [-0.11, 0.13, -0.06], [-0.05, 0.17, -0.11], [0.00, -0.12, -0.07], [0.12, -0.29, -0.06], [0.09, -0.17, 0.00], [0.14, -0.02, 0.00], [0.08, 0.01, 0.06], [0.07, 0.04, -0.05], [-0.17, 0.07, 0.02]],
  "mulliken_spin": [1.9067, -0.0027, 0.0146, -0.0152, 0.0608, -0.0090, -0.0854, -0.0053, 0.0421, -0.0009, 0.0241, -0.0172, -0.0168, 0.0464, -0.0012, 0.0245, -0.0305, 0.0001, 0.0004, -0.0045, -0.0002, 0.0019, 0.0007, 0.0052, 0.0020, 0.0007, 0.0030, 0.0242, 0.0137, 0.0006, 0.0032, 0.0033, 0.0093, -0.0030, 0.0026, 0.0010, -0.0001, 0.0000, 0.0011],
  "max_force_ha_per_bohr": 0.0134,
  "lumo_energy_ev": [-3.6, -4.6],
  "total_charge": 1,
  "s2": 2.011,
  "e_above_lowest_kcal_mol": 23.8,
  "orbital_gap_ev": [8.80, 7.53],
  "multiplicity": 3
}

=====

[3]
{
  "formula": "C6H5F",
  "method": "ωB97M-V/def2-TZVPD",
  "symbols": ["C", "C", "C", "C", "F", "C", "C", "H", "H", "H", "H", "H"],
  "positions_angstrom": [[-2.348, -0.818, -1.198], [-1.655, -0.205, -0.431], [-0.866, 0.544, 0.494], [0.469, 0.480, 0.622], [1.024, 1.266, 1.569], [1.481, -0.299, -0.080], [1.297, -1.070, -1.162], [-3.001, -1.352, -1.856], [-1.358, 1.234, 1.160], [2.461, -0.213, 0.344], [2.114, -1.633, -1.606], [0.295, -1.214, -1.639]],
  "forces_ev_per_a": [[-0.25, -0.06, -0.06], [0.24, 0.15, 0.19], [0.45, -0.13, -0.12], [-0.44, -0.17, -0.29], [-0.02, 0.03, 0.04], [-0.40, -0.49, -0.79], [-1.07, -0.06, -0.10], [0.22, 0.12, 0.14], [-0.25, 0.05, 0.05], [0.44, 0.07, 0.19], [-0.03, 0.22, 0.18], [1.10, 0.28, 0.57]],
  "lowdin_charge": [0.1148, -0.1485, -0.0448, -0.2896, 0.0469, -0.0951, 0.0500, 0.0334, 0.1164, 0.0983, 0.0594, 0.0589],
  "max_force_ha_per_bohr": 0.0247,
  "smiles": "C#C/C=C(/F)C=C",
  "lumo_energy_ev": 0.2,
  "total_charge": 0,
  "e_above_lowest_kcal_mol": 57.7,
  "orbital_gap_ev": 9.01
}

=====

[4]
{
  "formula": "C7H11FNP",
  "method": "ωB97M-V/def2-TZVPD",
  "symbols": ["C", "C", "C", "C", "C", "C", "C", "N", "F", "P", "H", "H", "H", "H", "H", "H", "H", "H", "H", "H", "H"],
  "positions_angstrom": [[-0.557, -1.770, -0.308], [-2.216, 0.814, -0.152], [-0.885, 0.958, -0.950], [0.435, -0.828, 0.344], [0.407, 0.668, -0.195], [1.800, -1.481, 0.199], [0.717, 1.627, 0.817], [-1.895, -1.685, -0.201], [-2.960, 2.048, -0.173], [-2.905, -0.585, 0.526], [-0.297, -2.591, -1.060], [-0.900, 0.315, -1.972], [-0.927, 1.957, -1.270], [0.188, -0.989, 1.399], [1.108, 0.689, -0.992], [2.136, -1.666, -0.900], [1.806, -2.529, 0.777], [2.435, -0.934, 0.822], [1.672, 1.356, 1.331], [-0.071, 1.910, 1.616], [0.908, 2.715, 0.344]],
  "forces_ev_per_a": [[-3.82, -0.25, -1.66], [2.64, 5.21, -2.83], [-2.25, -2.15, -0.91], [-0.32, -1.29, -0.87], [-2.06, -3.08, -1.01], [-0.36, -3.17, -0.44], [1.12, 5.01, 2.48], [2.89, -0.03, 0.62], [1.02, -2.37, 0.27], [-1.54, -3.32, 1.27], [0.35, 1.13, 1.30], [-0.19, 1.25, 2.35], [0.32, 1.53, -0.48], [-0.21, 0.99, 0.22], [1.22, 0.03, -0.48], [-0.38, 0.60, 2.05], [-0.23, 1.97, -1.57], [1.78, 1.10, 0.27], [-0.75, 0.33, -0.15], [0.99, -1.13, -1.25], [-0.22, -2.36, 0.81]],
  "mulliken_spin": [0.2034, 0.7807, 0.0120, 0.0643, 0.0212, 0.0370, -0.0044, 0.0900, 0.0439, 0.7068, -0.0039, 0.0527, 0.0084, 0.0047, -0.0077, -0.0030, -0.0042, -0.0014, 0.0023, -0.0025, -0.0001],
  "max_force_ha_per_bohr": 0.1262,
  "lumo_energy_ev": [0.4, -1.9],
  "total_charge": 0,
  "s2": 2.016,
  "orbital_gap_ev": [6.39, 7.84],
  "multiplicity": 3
}